{"formula": "C37H36Cl5N4PPd", "method": "ωB97M-V/def2-TZVPD", "symbols": ["Pd", "N", "P", "C", "C", "C", "C", "C", "C", "C", "C", "C", "C", "C", "C", "C", "C", "C", "C", "C", "N", "H", "H", "H", "H", "H", "H", "H", "H", "H", "H", "H", "H", "H", "H", "H", "C", "N", "C", "C", "C", "N", "C", "C", "H", "H", "H", "H", "H", "H", "H", "H", "H", "H", "H", "H", "H", "H", "H", "H", "Cl", "C", "C", "C", "Cl", "C", "Cl", "C", "Cl", "C", "Cl", "C", "C", "C", "C", "C", "C", "C", "C", "H", "H", "H", "H", "H"], "positions_angstrom": [[0.02860, -0.21563, -0.05847], [-1.83639, -2.88228, -0.35159], [-1.23352, -2.06614, 1.01058], [-2.67473, -1.68064, 2.04002], [-3.26187, -2.64410, 2.86535], [-4.40990, -2.34220, 3.58125], [-4.98089, -1.08080, 3.48280], [-4.41126, -0.12219, 2.65566], [-3.26559, -0.42224, 1.93624], [-0.31932, -3.34752, 1.88201], [0.00903, -3.16418, 3.22756], [0.82461, -4.07744, 3.87543], [1.31627, -5.18100, 3.18998], [0.99677, -5.36634, 1.85259], [0.19124, -4.44827, 1.19430], [-2.03418, -2.27426, -1.57524], [-2.68169, -2.95684, -2.61389], [-2.77883, -2.35247, -3.84281], [-2.23924, -1.07715, -4.02970], [-1.64543, -0.46496, -2.95667], [-1.55803, -1.04201, -1.74429], [-2.28442, -3.78079, -0.22909], [-2.82621, -3.63011, 2.94880], [-4.86077, -3.09273, 4.21617], [-5.87152, -0.84663, 4.05033], [-4.85880, 0.86080, 2.58207], [-2.82025, 0.31915, 1.28293], [-0.37461, -2.31305, 3.77662], [1.07405, -3.92896, 4.91748], [1.94978, -5.89495, 3.69907], [1.38149, -6.22428, 1.31640], [-0.02735, -4.59163, 0.14297], [-3.07607, -3.94923, -2.44101], [-3.26481, -2.86773, -4.66028], [-2.28293, -0.57837, -4.98643], [-1.21422, 0.52452, -3.04061], [3.11340, 0.89745, -0.61039], [1.72014, 1.38149, -0.65820], [1.47827, 1.90122, -2.01449], [1.55222, 2.46290, 0.33431], [1.34253, 1.92337, 1.73649], [-0.01069, 1.35685, 1.91869], [-0.11904, 0.54906, 3.14151], [-0.98664, 2.45185, 2.04681], [3.79193, 1.70809, -0.89547], [3.24618, 0.07257, -1.30580], [3.37352, 0.55885, 0.38916], [2.18752, 2.69964, -2.25598], [0.46569, 2.29370, -2.08424], [1.60653, 1.09730, -2.73856], [0.70395, 3.07250, 0.02483], [2.43180, 3.11650, 0.32010], [1.49524, 2.72421, 2.47098], [2.06728, 1.14302, 1.95528], [0.26287, 1.10923, 4.00326], [0.44708, -0.36748, 3.03951], [-1.16897, 0.31499, 3.31804], [-0.76978, 3.01351, 2.96246], [-1.99441, 2.04612, 2.12422], [-0.93790, 3.13373, 1.20411], [1.27204, -1.81014, -1.83554], [2.13928, -2.33936, -0.40548], [1.98409, -1.58505, 0.72764], [2.72818, -1.95606, 1.83737], [2.78918, -0.99978, 3.27845], [3.50559, -3.12111, 1.81664], [4.36276, -3.61428, 3.21327], [3.59006, -3.89502, 0.65660], [4.50326, -5.33901, 0.63904], [2.91639, -3.48637, -0.48997], [2.99541, -4.38471, -1.94211], [-1.36225, 1.34154, -0.55460], [-2.30333, 2.09450, -0.86991], [-3.35114, 2.91811, -1.23810], [-4.68522, 2.56907, -0.87980], [-5.72265, 3.38230, -1.25140], [-5.46069, 4.55183, -1.97690], [-4.15622, 4.91402, -2.33704], [-3.10683, 4.11094, -1.97649], [-4.85226, 1.65749, -0.32094], [-6.74060, 3.12907, -0.99057], [-6.28523, 5.19039, -2.26601], [-3.98544, 5.82310, -2.89608], [-2.08833, 4.36234, -2.23917]], "atomic_forces_ev_per_a": [[-0.5, 0.5, -0.2], [0.0, 0.0, 0.0], [-0.1, 0.0, 0.1], [-0.1, -0.1, 0.1], [0.1, 0.0, -0.1], [0.0, 0.0, 0.0], [0.0, 0.0, 0.0], [0.0, 0.0, 0.0], [0.1, 0.0, -0.1], [0.0, -0.1, 0.0], [-0.1, -0.1, 0.0], [-0.1, 0.0, 0.0], [-0.1, 0.0, 0.0], [0.0, 0.0, 0.0], [0.0, 0.0, 0.0], [0.0, 0.0, 0.0], [0.0, 0.0, 0.1], [0.0, 0.0, 0.0], [0.0, 0.0, 0.0], [0.0, 0.0, 0.1], [0.1, -0.2, 0.0], [0.0, 0.0, 0.0], [0.1, -0.1, 0.0], [0.0, 0.0, 0.0], [0.0, 0.0, 0.0], [0.0, 0.0, 0.0], [0.0, 0.0, 0.0], [0.0, 0.0, 0.0], [0.0, 0.0, 0.0], [0.0, 0.0, 0.0], [0.0, 0.0, 0.0], [0.0, 0.0, 0.0], [0.0, 0.0, 0.0], [0.0, 0.0, 0.0], [0.0, 0.0, 0.0], [0.0, 0.0, 0.0], [0.0, 0.0, 0.0], [0.1, 0.0, 0.0], [0.0, 0.0, 0.0], [0.0, 0.0, 0.0], [0.0, 0.0, 0.0], [0.1, -0.1, 0.0], [0.0, 0.0, 0.0], [0.0, 0.0, 0.0], [0.0, 0.0, 0.0], [0.0, 0.0, 0.0], [0.0, 0.0, 0.0], [0.0, 0.0, 0.0], [0.0, 0.0, 0.0], [0.0, 0.0, 0.0], [0.0, 0.0, 0.0], [0.0, 0.0, 0.0], [0.0, 0.0, 0.0], [0.0, 0.0, 0.0], [0.0, 0.0, 0.0], [0.0, 0.0, 0.0], [0.1, 0.0, 0.0], [0.0, 0.0, 0.0], [0.1, 0.1, 0.0], [0.0, 0.0, 0.0], [0.1, 0.0, 0.1], [-0.1, 0.1, -0.3], [0.5, -0.3, 0.1], [0.0, 0.1, 0.1], [0.1, 0.0, 0.0], [0.0, 0.0, -0.1], [0.0, 0.0, 0.0], [0.0, 0.0, 0.0], [0.0, 0.0, 0.0], [0.0, 0.0, 0.1], [0.0, 0.0, 0.0], [0.1, 0.0, 0.0], [0.0, 0.0, -0.1], [0.0, 0.0, 0.0], [0.0, 0.0, 0.0], [0.0, 0.0, 0.0], [0.0, 0.0, 0.0], [0.0, 0.0, 0.0], [0.0, 0.0, 0.0], [0.0, 0.0, 0.0], [0.0, 0.0, 0.0], [0.0, 0.0, 0.0], [0.0, 0.0, 0.0], [0.0, 0.0, 0.0]], "lowdin_charge": [0.77, -0.09, 1.02, -0.34, -0.07, -0.05, -0.05, -0.07, -0.13, -0.36, -0.11, -0.06, -0.07, -0.06, -0.09, -0.38, 0.01, -0.03, -0.04, -0.15, -0.01, 0.13, 0.11, 0.12, 0.12, 0.11, 0.05, 0.10, 0.12, 0.12, 0.12, 0.11, 0.12, 0.13, 0.12, 0.10, -0.08, -0.31, -0.09, -0.18, -0.18, -0.26, -0.10, -0.08, 0.11, 0.07, 0.08, 0.11, 0.06, 0.08, 0.10, 0.14, 0.14, 0.06, 0.11, 0.00, 0.08, 0.11, 0.08, 0.07, 0.79, -0.69, -0.17, -0.67, 0.77, -0.70, 0.75, -0.71, 0.76, -0.72, 0.75, -0.01, -0.04, -0.20, 0.02, -0.03, 0.01, -0.03, 0.02, 0.12, 0.12, 0.13, 0.13, 0.13], "multiplicity": 5, "charge": 2, "orbital_gap_ev": [7.682, 4.969], "s_squared": 6.06, "e_homo_ev": [-13.05, -13.58]}